Here is C49H49BiIN2OPSSiTe as an isolated structure at a distorted geometry from the OMol25 dataset. Energies are from ωB97M-V with the def2-TZVPD basis set.

ORCA input file:
```
! wB97M-V def2-TZVPD RIJCOSX def2/J DEFGRID3
* xyz 2 1
Bi -0.5315 0.0911 -0.3084
I 0.2731 1.6002 2.5840
C 1.1706 0.6263 4.2629
C 1.7927 1.5079 5.1063
C 2.3215 1.0654 6.3224
C 2.1438 -0.2356 6.6901
C 1.4799 -1.1488 5.8427
C 1.2375 -2.4570 6.3056
C 0.6151 -3.3762 5.5128
C 0.2767 -3.0370 4.2050
C 0.4839 -1.7674 3.7040
P 0.0804 -1.6461 1.9018
C -1.6927 -2.1260 1.9774
C -2.1697 -3.4282 1.8612
C -3.5277 -3.6788 1.9711
C -4.4209 -2.6454 2.2012
C -3.9545 -1.3444 2.3031
C -2.6017 -1.0876 2.1843
C 0.8787 -3.1417 1.2247
C 0.3929 -3.6877 0.0376
C 0.9730 -4.8270 -0.4881
C 2.0737 -5.3956 0.1343
C 2.6102 -4.8077 1.2668
C 2.0150 -3.6867 1.8134
C 1.0278 -0.7509 4.5382
H 1.8724 2.5554 4.8590
H 2.8276 1.7701 6.9633
H 2.5004 -0.5900 7.6452
H 1.5413 -2.7120 7.3086
H 0.4040 -4.3689 5.8710
H -0.1422 -3.7981 3.5632
H -1.4884 -4.2498 1.6861
H -3.8851 -4.6932 1.8938
H -5.4736 -2.8548 2.3080
H -4.6416 -0.5335 2.4885
H -2.2449 -0.0695 2.2803
H -0.4647 -3.2329 -0.4554
H 0.5793 -5.2755 -1.3862
H 2.5129 -6.2949 -0.2671
H 3.4879 -5.2313 1.7315
H 2.4198 -3.2481 2.7128
C -4.8397 5.2646 -3.5500
C -5.1988 3.7864 -3.6629
C -4.9488 3.0568 -2.3445
N -3.5132 2.9211 -2.1487
C -2.7653 2.7870 -1.0725
S -1.0841 2.4808 -1.3919
N -3.1981 2.8724 0.1813
C -4.4638 3.4379 0.6890
O -5.1637 2.7160 1.3336
C -4.6666 4.8440 0.3494
C -5.9640 5.3760 0.4113
C -6.1899 6.6835 0.0274
C -5.1346 7.4840 -0.3873
C -3.8403 6.9803 -0.3991
C -3.6020 5.6662 -0.0446
H -4.9392 5.7557 -4.5123
H -3.8138 5.3925 -3.2122
H -5.4995 5.7634 -2.8448
H -4.6090 3.3102 -4.4522
H -6.2507 3.6773 -3.9317
H -5.3930 2.0540 -2.3671
H -5.4015 3.6166 -1.5279
H -2.9899 2.8747 -3.0197
H -2.5354 2.6388 0.9115
H -6.7791 4.7475 0.7421
H -7.1918 7.0820 0.0450
H -5.3151 8.5026 -0.6920
H -3.0172 7.6143 -0.6879
H -2.5896 5.2853 -0.0402
C -2.4593 -2.8103 -3.2004
Te -2.0202 -0.7143 -2.7015
C -3.7350 -1.0858 -1.3884
C -4.5760 -2.0870 -2.1224
C -5.9476 -2.1466 -1.9427
C -6.7068 -3.0224 -2.7008
C -6.0853 -3.8599 -3.6096
C -4.7079 -3.8356 -3.7637
C -3.9464 -2.9358 -3.0318
H -1.9072 -3.4643 -2.5223
H -2.1306 -3.0115 -4.2176
H -4.2913 -0.1731 -1.1839
H -3.3742 -1.4831 -0.4356
H -6.4210 -1.4876 -1.2312
H -7.7805 -3.0213 -2.6012
H -6.6788 -4.5172 -4.2222
H -4.2382 -4.4972 -4.4739
C 1.4857 0.4581 -3.3054
Si 1.8156 0.5086 -1.4281
C 2.3578 2.1798 -0.7022
C 3.0905 -0.8360 -1.0879
C 2.8661 -2.1484 -1.5014
C 3.8716 -3.0942 -1.4512
C 5.1289 -2.7415 -0.9897
C 5.3710 -1.4431 -0.5753
C 4.3590 -0.5030 -0.6176
H 2.3598 0.7775 -3.8648
H 0.6567 1.0915 -3.6103
H 1.2700 -0.5610 -3.6211
H 3.2363 2.5769 -1.2028
H 2.6080 2.0740 0.3523
H 1.5725 2.9286 -0.7772
H 1.8913 -2.4272 -1.8830
H 3.6852 -4.1006 -1.7943
H 5.9215 -3.4723 -0.9683
H 6.3558 -1.1573 -0.2425
H 4.5637 0.5097 -0.3061
*
```

Frontier orbital gap = 6.7030 eV
HOMO = -12.64 eV
Calculated total energy = -3890.26874 hartree
Relative energy (zero: lowest compared OMol25 entry of this formula, charge and spin) = 0.0 kcal per mole
E_LUMO = -0.218 hartree

Results of the Mulliken charge analysis, in e, for atoms 1 through 8: number 1, Bi, carries 0.88; number 2, I, carries 0.16; number 3, C, carries 0.19; number 4, C, carries -0.66; number 5, C, carries -0.91; number 6, C, carries -0.84; number 7, C, carries 0.75; number 8, C, carries -0.87

Here is C11H19NO12S2 as an isolated structure at a distorted geometry from the OMol25 dataset. Energies are from ωB97M-V with the def2-TZVPD basis set.

ORCA input file:
```
! wB97M-V def2-TZVPD RIJCOSX def2/J DEFGRID3
* xyz 0 1
C 0.8604 -0.1912 -0.3236
S -0.4310 0.7754 0.4022
O -0.3411 0.8024 1.8126
O -0.4317 2.0335 -0.2406
C -1.9484 -0.0072 -0.1478
O -2.1592 -1.3438 0.3444
S -3.4754 -1.7684 -0.4354
O -3.2106 -2.0767 -1.7742
O -4.2368 -2.7429 0.2058
O -4.1826 -0.3512 -0.2726
C -3.2476 0.6781 0.1640
N -3.4516 1.8406 -0.6654
H 0.5684 -0.4360 -1.3326
H 1.7424 0.4289 -0.2821
H 1.0178 -1.0605 0.2997
H -1.8646 -0.0673 -1.2283
H -3.4245 0.8622 1.2166
H -3.4336 2.6875 -0.1133
H -4.3430 1.7418 -1.1342
C 1.5538 3.3173 3.5991
C 2.1457 4.2419 2.5683
C 2.5004 3.5994 1.2480
O 3.5624 4.4444 0.7799
C 4.1656 4.9868 1.8685
O 5.1859 5.5898 1.8452
O 3.4347 4.7382 2.9847
H 0.5566 3.0000 3.2981
H 2.1776 2.4326 3.7300
H 1.4904 3.8172 4.5649
H 1.4936 5.1061 2.4151
H 1.6752 3.5896 0.5406
H 2.8922 2.5855 1.3653
C -0.5933 -4.7696 -0.7942
C -0.1622 -3.8463 -1.9064
C 0.2205 -4.5349 -3.1942
O 1.1536 -3.5961 -3.7602
C 1.7182 -2.9086 -2.7396
O 2.6438 -2.1728 -2.8429
O 1.0693 -3.1683 -1.5758
H -1.5576 -5.2234 -1.0188
H 0.1426 -5.5596 -0.6407
H -0.6769 -4.2203 0.1434
H -0.9209 -3.0794 -2.0795
H -0.6166 -4.6936 -3.8676
H 0.7381 -5.4815 -3.0265
*
```

Frontier orbital gap = 11.0493 eV
HOMO = -10.80 eV
Calculated total energy = -2184.54468 hartree
E_LUMO = 0.009 hartree

Results of the Mulliken charge analysis, in e, for atoms 1 through 8: number 1, C, carries -1.07; number 2, S, carries 1.46; number 3, O, carries -0.69; number 4, O, carries -0.67; number 5, C, carries -0.56; number 6, O, carries -0.38; number 7, S, carries 1.07; number 8, O, carries -0.52

Here is C11H19HfN2OPS as an isolated structure at a distorted geometry from the OMol25 dataset. Energies are from ωB97M-V with the def2-TZVPD basis set.

ORCA input file:
```
! wB97M-V def2-TZVPD RIJCOSX def2/J DEFGRID3
* xyz 2 1
Hf 0.2070 -0.1991 -0.4502
H 0.9763 -1.5342 0.2206
H 0.9844 -1.6722 -0.7444
P 0.3823 -0.2818 -2.8573
C -1.1491 -0.6951 -3.7474
H -1.0100 -0.5803 -4.8357
H -1.4411 -1.7326 -3.5224
H -1.9615 -0.0333 -3.4097
C 0.7975 1.3955 -3.4567
H 1.7594 1.7087 -3.0240
H 0.8589 1.3991 -4.5565
H 0.0253 2.1040 -3.1225
C 1.6480 -1.3366 -3.6340
H 1.4218 -2.3958 -3.4341
H 1.6747 -1.1704 -4.7240
H 2.6357 -1.1070 -3.2041
C -1.5410 -1.1522 -0.3692
O -2.5966 -1.5752 -0.2989
H 1.8083 0.4189 -0.5549
H -0.3945 1.1616 -0.6763
N -0.7287 -2.8649 1.9155
C -0.6355 -1.6118 2.4281
N -0.2768 -0.4963 1.7760
C -0.1989 0.6303 2.6029
C 0.1753 1.9100 2.2315
C 0.1967 2.9020 3.2023
C -0.1494 2.6225 4.5291
C -0.5234 1.3343 4.9048
C -0.5405 0.3589 3.9308
S -0.9428 -1.3050 4.1159
H -1.0038 -3.6701 2.4982
H -0.4813 -3.0802 0.9321
H 0.4500 2.1252 1.1963
H 0.4915 3.9190 2.9249
H -0.1258 3.4123 5.2824
H -0.7919 1.0914 5.9308
*
```

Frontier orbital gap = 5.3086 eV
HOMO = -15.18 eV
Calculated total energy = -1401.95529 hartree
E_LUMO = -0.363 hartree

Results of the Mulliken charge analysis, in e, for atoms 1 through 8: number 1, Hf, carries 0.07; number 2, H, carries 0.27; number 3, H, carries 0.15; number 4, P, carries 0.72; number 5, C, carries -1.28; number 6, H, carries 0.41; number 7, H, carries 0.39; number 8, H, carries 0.38

Here is a 2-piece molecular cluster, C18H18N2O3 overall at a distorted geometry from the OMol25 dataset. Energies are from ωB97M-V with the def2-TZVPD basis set.

ORCA input file:
```
! wB97M-V def2-TZVPD RIJCOSX def2/J DEFGRID3
* xyz 0 1
C -1.7422 0.3369 5.2875
O -0.6042 -0.4191 4.9534
C 0.1087 0.0543 3.8403
C 1.2687 -0.6427 3.4699
C 2.0279 -0.2539 2.3945
C 1.7023 0.9087 1.6455
C 2.5272 1.3402 0.5673
N 2.9226 2.6431 0.3365
C 3.8420 2.9323 -0.7665
C 2.8339 3.6488 1.3956
C 0.5288 1.6059 2.0344
C -0.2500 1.1763 3.0792
H -2.2010 -0.1020 6.1740
H -1.4545 1.3651 5.5105
H -2.4599 0.3081 4.4668
H 1.5629 -1.4892 4.0675
H 2.9189 -0.8015 2.1390
H 2.9649 0.5944 -0.0768
H 4.1039 3.9884 -0.7892
H 4.7561 2.3516 -0.6554
H 3.3885 2.6714 -1.7210
H 3.6191 4.3958 1.2870
H 1.8661 4.1447 1.3623
H 2.9494 3.1723 2.3683
H 0.2198 2.4615 1.4613
H -1.1456 1.7162 3.3269
C 1.7875 -2.9115 -6.2248
C 1.2486 -2.0028 -5.3343
C 2.0444 -1.5515 -4.2984
C 3.3427 -1.9935 -4.1548
C 3.8872 -2.9015 -5.0438
C 3.0959 -3.3564 -6.0814
C 3.8835 -1.3219 -2.9637
O 5.0182 -1.4839 -2.5596
N 2.9196 -0.5192 -2.4227
C 1.7974 -0.6108 -3.1962
O 0.7416 -0.0276 -3.0397
H 1.1835 -3.2801 -7.0386
H 0.2365 -1.6434 -5.4218
H 4.9035 -3.2333 -4.9096
H 3.4986 -4.0674 -6.7853
*
```

Frontier orbital gap = 5.5024 eV
HOMO = -7.33 eV
Calculated total energy = -1031.87041 hartree
Relative energy (zero: lowest compared OMol25 entry of this formula, charge and spin) = 90.3 kcal per mole
E_LUMO = -0.067 hartree

Results of the Mulliken charge analysis, in e, for atoms 1 through 8: number 1, C, carries -0.79; number 2, O, carries -0.43; number 3, C, carries 0.90; number 4, C, carries -0.64; number 5, C, carries -0.40; number 6, C, carries -0.13; number 7, C, carries -0.23; number 8, N, carries 0.17